Record 1
The following is a quantum chemistry calculation of a structure of composition C26H34GaN2O2PSi2, from OMol25.

ORCA input file:
```
! RIJCOSX wB97M-V def2-TZVPD def2/J DEFGRID3
* xyz 0 1
Ga 4.766 -15.738 7.148
P 5.604 -17.983 7.130
Si 7.022 -13.221 7.325
Si 2.035 -15.798 9.174
O 4.230 -16.096 5.320
O 3.446 -17.606 3.823
N 5.432 -14.004 7.015
N 3.068 -15.133 7.802
C 9.539 -18.481 6.197
C 2.266 -14.736 10.695
C 4.425 -18.472 5.822
C 3.105 -11.239 6.183
C 7.222 -17.595 4.925
C 2.538 -17.554 9.479
C 7.158 -18.056 6.254
C 4.236 -12.038 6.128
C 3.945 -17.338 4.895
C 8.485 -17.429 4.286
C 2.059 -12.831 7.706
C 8.328 -18.518 6.870
C 7.838 -12.701 5.743
C 6.442 -19.611 10.767
C 5.977 -20.947 10.641
C 8.045 -14.533 8.299
C 6.145 -18.725 9.769
C 0.255 -15.836 8.560
C 6.922 -11.711 8.509
C 5.569 -19.165 8.515
C 3.107 -13.752 7.520
C 4.279 -13.269 6.867
C 5.294 -20.519 8.367
C 1.965 -11.686 6.931
C 5.466 -21.390 9.462
C 9.631 -17.845 4.938
H 2.034 -15.352 11.553
H 2.801 -17.988 8.477
H 8.182 -15.413 7.652
H 3.499 -18.930 6.223
H 8.343 -11.696 5.833
H 8.005 -11.348 8.532
H 9.037 -13.971 8.350
H 6.477 -17.680 9.775
H 8.320 -18.764 7.946
H 5.215 -22.469 9.274
H 0.054 -16.655 7.851
H 7.210 -12.598 4.854
H 3.464 -17.605 10.134
H -0.018 -14.826 8.206
H 5.077 -11.719 5.517
H 6.064 -21.698 11.439
H 4.954 -20.974 7.502
H 6.933 -19.284 11.689
H 1.070 -11.102 6.895
H 6.540 -11.896 9.496
H 1.635 -13.869 10.722
H 6.326 -17.311 4.375
H 2.983 -10.313 5.631
H 8.565 -16.875 3.374
H 1.689 -18.053 9.975
H -0.398 -16.030 9.422
H 4.858 -19.359 5.255
H 8.602 -13.427 5.530
H 1.281 -12.995 8.411
H 10.577 -17.593 4.491
H 7.765 -14.747 9.347
H 10.491 -18.715 6.727
H 3.317 -14.447 10.700
H 6.281 -11.006 8.001
*
```

E: -112012.569 eV
HOMO energy: -6.4 eV



Record 2
The following is a quantum chemistry calculation of a structure of composition C26H34GaN3O4P2, from OMol25.

ORCA input file:
```
! RIJCOSX wB97M-V def2-TZVPD def2/J DEFGRID3
* xyz 2 1
Ga 0.230 0.055 -1.486
P 2.274 -0.965 -1.221
P -1.847 0.718 -2.187
O -0.247 2.478 0.303
O -0.935 5.725 -2.311
O 2.835 3.744 -4.481
O -0.118 -1.874 1.289
N 0.149 -1.173 -3.257
N -0.381 1.435 2.289
N -0.138 0.215 0.406
C 3.929 -0.195 -0.765
C -1.030 -1.393 -3.897
C -0.263 1.442 0.953
C -3.982 -0.867 4.878
C 1.269 -2.513 -4.924
C -1.564 -0.821 4.835
C -1.118 -2.171 -5.055
C 0.052 -2.733 -5.574
C 3.304 -0.089 5.253
C 3.167 -0.972 4.183
C 0.979 -0.024 3.642
C 2.578 -1.430 -3.030
C -1.576 -0.286 3.525
C 1.137 0.858 4.736
C -4.015 -0.347 3.584
C 2.019 -0.940 3.386
C -2.825 -0.060 2.911
C -3.409 0.883 -1.149
C 2.342 -2.648 -0.383
C -0.191 -0.664 1.433
C -2.270 -0.784 -3.258
C 1.279 -1.733 -3.765
C -0.294 0.075 2.771
C 2.289 0.825 5.530
C -2.758 -1.106 5.501
C -2.069 2.110 -3.436
H -3.505 0.031 -0.475
H 1.957 -1.637 2.581
H -1.384 6.525 -1.904
H -4.966 -0.160 3.101
H 3.268 -2.272 -3.085
H -2.876 0.351 1.912
H 2.185 -2.933 -5.314
H -2.729 -1.544 -2.625
H -3.367 1.796 -0.554
H 3.264 -3.168 -0.643
H 4.745 -0.879 -0.998
H 3.042 -0.605 -3.511
H 2.589 4.079 -5.388
H -2.732 -1.511 6.505
H 1.995 3.872 -3.883
H -4.291 0.923 -1.787
H -0.478 2.281 2.870
H 3.955 0.036 0.299
H -3.001 -0.503 -4.016
H -4.905 -1.085 5.399
H 4.078 0.726 -1.330
H -1.309 2.036 -4.215
H 2.394 1.512 6.359
H -1.973 3.077 -2.942
H 0.368 1.583 4.972
H 4.195 -0.115 5.865
H 2.301 -2.528 0.700
H 0.015 -3.335 -6.470
H 3.954 -1.685 3.967
H 1.495 -3.257 -0.701
H -3.052 2.055 -3.904
H -0.641 -1.024 5.359
H -1.321 4.921 -1.831
H -2.068 -2.338 -5.540
*
```

energy above the lowest of the compared OMol25 structures with the same formula, charge and spin: 1.399 eV
E: -111115.456 eV
HOMO energy: -13.4 eV



Record 3
The following is a quantum chemistry calculation of the molecule C26H34N4O4, from OMol25.

ORCA input file:
```
! RIJCOSX wB97M-V def2-TZVPD def2/J DEFGRID3
* xyz 0 1
O -0.383 -2.228 -1.067
O 6.159 -0.116 -0.184
O 0.457 -1.055 1.931
O -5.791 -0.416 -1.532
N -3.352 0.322 -0.238
N 3.487 0.108 -0.578
N 1.856 -2.138 -1.027
N -1.774 -0.967 1.750
C 4.412 3.644 0.054
C -5.090 -0.241 -2.747
C 7.551 -0.264 -0.077
C -6.910 2.496 0.362
C 3.650 2.514 -0.192
C -3.077 -1.483 1.392
C 3.485 -1.001 0.360
C -4.522 1.044 -0.022
C -5.719 0.672 -0.672
C 1.858 -1.028 -1.961
C -0.617 -3.137 1.471
C -5.733 2.911 0.955
C -2.074 0.852 0.182
C 0.670 -2.553 -0.534
C 3.154 -2.284 -0.409
C 4.224 1.249 -0.259
C -4.565 2.196 0.770
C -0.601 -1.636 1.734
C 6.370 2.277 0.191
C -3.378 -1.121 -0.072
C 0.665 -3.455 0.695
C 2.193 0.264 -1.205
C 5.621 1.143 -0.072
C -1.737 0.480 1.636
C 5.771 3.527 0.251
C -6.888 1.382 -0.457
H 7.916 0.024 0.915
H 2.720 -0.848 1.137
H -7.829 3.040 0.517
H 2.584 2.621 -0.319
H -2.465 0.907 2.332
H 7.437 2.205 0.336
H 7.747 -1.324 -0.236
H -1.316 0.393 -0.463
H 3.934 4.612 0.099
H 2.610 -1.215 -2.732
H -5.720 3.791 1.582
H -4.030 -0.035 -2.577
H -3.816 -1.001 2.044
H -5.526 0.578 -3.330
H -1.473 -3.425 0.866
H -3.672 2.541 1.267
H 1.398 0.449 -0.464
H 6.377 4.398 0.449
H -0.638 -3.678 2.419
H -4.349 -1.516 -0.361
H 2.231 1.093 -1.913
H 0.680 -4.502 0.384
H 3.189 -3.155 0.242
H 0.870 -0.960 -2.417
H -2.048 1.932 0.033
H 8.080 0.318 -0.840
H -2.598 -1.553 -0.708
H -3.135 -2.557 1.552
H 4.464 -1.086 0.824
H -0.735 0.820 1.901
H 3.889 -2.420 -1.208
H -7.781 1.046 -0.963
H -5.198 -1.175 -3.295
H 1.518 -3.251 1.335
*
```

energy above the lowest of the compared OMol25 structures with the same formula, charge and spin: 2.795 eV
E: -41664.280 eV
HOMO energy: -7.6 eV
structure (SMILES): COc1ccccc1N1CCN(C(=O)CCC(=O)N2CCN(c3ccccc3OC)CC2)CC1



Record 4
The following is a quantum chemistry calculation of a structure of composition C26H34N4SSb2Se5Si2W, from OMol25.

ORCA input file:
```
! RIJCOSX wB97M-V def2-TZVPD def2/J DEFGRID3
* xyz -2 1
W 0.964 0.192 -1.542
Sb -2.438 -2.813 0.388
Sb 0.171 -5.484 -2.266
Se -1.893 -5.847 -3.425
Se 0.718 -2.015 -2.334
Se 2.238 1.036 -3.364
Se -0.089 -6.063 0.073
Se -0.628 5.085 -1.570
S 2.827 3.111 -0.654
Si -0.543 0.915 0.620
Si -1.474 0.235 -2.501
N 0.243 2.268 -1.561
N 1.787 -0.973 0.363
N 4.050 1.625 1.526
N 2.489 1.473 -0.232
C -2.287 1.348 0.041
C 3.068 0.973 0.790
C 5.427 3.932 -0.974
C -2.033 -3.760 2.298
C -3.216 1.924 0.915
C 3.147 -1.010 2.338
C -3.966 1.381 -1.685
C 2.754 -2.305 2.625
C 1.413 -2.227 0.660
C 6.312 2.496 1.234
C -2.476 -1.276 -3.064
C -3.727 -4.376 -0.331
C 6.751 4.033 -0.564
C 2.661 -0.383 1.195
C -2.663 1.074 -1.277
C 4.983 2.431 0.846
C -0.110 3.377 -1.583
C -4.143 -1.737 1.200
C 7.190 3.318 0.540
C 1.879 -2.930 1.755
C -0.776 -0.218 2.154
C -1.444 1.321 -4.054
C -4.878 1.952 -0.813
C 4.532 3.159 -0.249
C -4.502 2.225 0.498
C 0.134 2.439 1.538
H -5.881 2.187 -1.151
H 0.713 -2.690 -0.021
H -4.273 1.170 -2.705
H 4.466 1.063 2.249
H 8.224 3.382 0.855
H -0.742 0.904 -4.778
H -3.284 -5.336 -0.068
H 1.023 2.182 2.125
H -1.763 -0.677 2.190
H 3.127 -2.809 3.507
H 1.531 -3.946 1.889
H -2.871 -3.599 2.979
H -5.209 2.672 1.188
H -2.442 1.335 -4.506
H 7.439 4.659 -1.117
H 6.655 1.913 2.082
H -0.630 2.755 2.257
H -3.189 -0.941 -3.825
H -0.689 0.412 3.046
H -1.142 2.345 -3.837
H -4.766 -1.390 0.373
H -3.801 -4.338 -1.416
H 0.368 3.293 0.907
H -1.890 -4.825 2.122
H 3.825 -0.503 3.010
H 5.075 4.457 -1.852
H -4.718 -2.435 1.812
H -4.714 -4.270 0.122
H -1.877 -2.080 -3.489
H -0.047 -1.018 2.263
H -3.858 -0.868 1.790
H -1.126 -3.352 2.746
H -2.930 2.139 1.941
H -3.057 -1.695 -2.241
*
```

energy above the lowest of the compared OMol25 structures with the same formula, charge and spin: 2.415 eV
E: -401702.097 eV
HOMO energy: -2.0 eV



Results for HOMO-LUMO gap: 6.1; 5.8; 8.4; 5.3 (in eV, following the order of the records).